(1)
Here is C32H32F10N6O5SSiV as an isolated structure in a non-equilibrium geometry from the OMol25 dataset. Energies are from wB97M-V/def2-TZVPD.

## Properties
Gap between HOMO and LUMO (eV): 6.16
HOMO level (eV): -10.444
LUMO energy (eV): -4.3
Charge: +1

Each line ends with the Löwdin charge.
Atoms and positions in Å:
V -0.1477 0.3004 -0.0242  1.066
C 2.2744 0.4886 -2.0640  -0.044
N 1.9092 0.2107 -0.6806  -0.264
C 2.4695 1.2667 0.1657  -0.139
C 1.4286 2.3723 0.2791  -0.147
N 0.2231 1.8385 0.8861  -0.097
C -0.1764 2.5485 1.9989  -0.174
C -1.4198 3.1848 2.0230  -0.136
F -2.1852 3.0193 0.9396  0.113
C -1.8584 3.9259 3.1096  -0.125
F -3.0554 4.4999 3.0915  0.144
C -1.0183 4.0797 4.2139  -0.119
F -1.3972 4.8159 5.2503  0.151
C 0.2254 3.4471 4.2303  -0.127
F 1.0253 3.5713 5.2853  0.142
C 0.6215 2.6792 3.1433  -0.131
F 1.7838 2.0001 3.1849  0.117
C 2.3306 -1.1345 -0.3123  -0.149
C 1.8898 -1.4554 1.1149  -0.182
N 0.6417 -0.7790 1.4200  -0.088
C 0.2054 -0.8909 2.6983  -0.146
C -0.9528 -0.2219 3.1619  -0.136
F -1.6849 0.5641 2.3211  0.014
C -1.4567 -0.2664 4.4506  -0.152
F -2.5791 0.4161 4.7123  0.124
C -0.8190 -0.9988 5.4400  -0.133
F -1.2856 -1.0534 6.6845  0.143
C 0.3335 -1.6812 5.0572  -0.133
F 0.9941 -2.4066 5.9576  0.140
C 0.8138 -1.6374 3.7543  -0.110
F 1.9257 -2.3723 3.5544  0.084
H 3.3233 0.7990 -2.1368  0.118
H 2.1559 -0.3966 -2.6784  0.051
H 1.6410 1.2737 -2.4764  0.085
H 2.6767 0.8940 1.1712  0.121
H 3.4045 1.6632 -0.2528  0.142
H 1.8357 3.1933 0.8859  0.149
H 1.1738 2.7799 -0.7126  0.126
H 1.8575 -1.8250 -1.0189  0.105
H 3.4209 -1.2497 -0.3972  0.152
H 1.7951 -2.5462 1.2147  0.137
H 2.6742 -1.1309 1.8145  0.125
C -3.2918 1.7509 -1.4186  -0.129
Si -1.7159 1.6664 -2.5293  0.468
C -2.4066 0.7758 -4.0810  -0.146
C -0.8734 3.2864 -3.0843  -0.133
O -0.6743 0.9861 -1.4665  -0.383
H -4.1774 1.4866 -1.9883  0.032
H -3.4425 2.7458 -1.0189  0.022
H -3.1899 1.0674 -0.5771  0.002
H -3.0164 1.4923 -4.6243  0.047
H -3.0433 -0.0705 -3.8326  0.030
H -1.6269 0.4397 -4.7509  0.004
H -1.4708 3.7794 -3.8409  0.032
H 0.0977 3.0822 -3.5279  0.030
H -0.7387 3.9858 -2.2650  0.029
N -1.5624 -0.6672 0.1989  0.050
C -2.3238 -1.6446 -0.0074  -0.317
N -3.4621 -1.9878 0.6212  -0.012
C -4.1916 -3.2180 0.3651  -0.092
C -4.3196 -4.0106 1.6779  -0.170
O -4.8916 -3.2374 2.6987  -0.108
C -4.1413 -2.0757 2.9429  -0.168
C -4.0875 -1.2146 1.6733  -0.081
H -3.6792 -3.8319 -0.3721  0.121
H -5.1894 -2.9566 -0.0036  0.143
H -3.3239 -4.3674 1.9811  0.136
H -4.9816 -4.8634 1.5275  0.137
H -3.1198 -2.3412 3.2593  0.129
H -4.6459 -1.5425 3.7500  0.139
H -3.5667 -0.2777 1.8297  0.113
H -5.1158 -1.0033 1.3637  0.146
O -2.1312 -2.5534 -1.0787  0.112
C -1.4003 -2.2468 -2.1351  -0.328
N -0.3020 -1.5972 -2.1136  0.059
S 0.2893 -1.4881 -3.7094  0.700
O 1.4788 -2.2793 -3.7559  -0.247
O 0.3967 -0.1212 -4.1076  -0.288
C -1.1183 -2.2885 -4.4754  -0.201
C -1.4742 -2.4676 -5.7906  -0.007
C -2.7029 -3.0722 -6.0462  -0.026
C -3.5258 -3.4898 -5.0098  -0.031
C -3.1596 -3.3004 -3.6855  0.023
C -1.9434 -2.6793 -3.4299  -0.138
H -0.8338 -2.1455 -6.5965  0.133
H -3.0226 -3.2119 -7.0662  0.120
H -4.4688 -3.9597 -5.2385  0.118
H -3.8020 -3.6108 -2.8776  0.117

(2)
Here is C32H32N6O3PbS as an isolated structure from the OMol25 dataset. Energies are from wB97M-V/def2-TZVPD.

## Properties
Gap between HOMO and LUMO (eV): 7.98
HOMO level (eV): -13.198
LUMO energy (eV): -5.2
Charge: +2

Each line ends with the Löwdin charge.
Atoms and positions in Å:
Pb 0.5192 0.2198 -0.1802  1.439
O -0.1857 3.0471 -3.4577  0.051
C 0.3436 2.3445 -2.6039  -0.543
N -0.1631 2.0591 -1.3932  -0.143
C -1.3195 2.8528 -1.0317  -0.178
C -1.6107 2.7976 0.4497  -0.269
C -2.4888 3.7098 1.0297  -0.004
C -2.7559 3.6257 2.3810  -0.033
C -2.1414 2.6301 3.1344  -0.044
C -1.2826 1.7688 2.4896  -0.131
N -1.0214 1.8482 1.1765  -0.004
C 1.7019 1.7254 -2.8915  -0.197
C 2.4044 2.1374 -4.0096  0.020
C 3.6849 1.6472 -4.2071  -0.018
C 4.2158 0.7623 -3.2811  -0.030
C 3.4374 0.3820 -2.2036  -0.126
N 2.1988 0.8441 -2.0121  0.007
H -1.1731 3.8950 -1.3293  0.137
H -2.2311 2.5438 -1.5697  0.121
H -2.9396 4.4808 0.4179  0.129
H -3.4277 4.3321 2.8508  0.121
H -2.3192 2.5336 4.1959  0.115
H -0.7696 0.9826 3.0332  0.115
H 1.9367 2.8447 -4.6794  0.128
H 4.2661 1.9596 -5.0645  0.123
H 5.2169 0.3690 -3.3861  0.117
H 3.8100 -0.3148 -1.4640  0.099
C -1.9418 -3.5026 2.3182  0.007
C -1.8963 -2.4886 1.2034  -0.373
O -0.9888 -2.4811 0.3999  -0.002
C -2.9677 -1.4295 1.1296  -0.085
C -3.8180 -1.2092 2.2147  0.002
C -4.7875 -0.2177 2.2031  -0.032
C -4.9355 0.5859 1.0839  -0.027
C -4.1096 0.3899 -0.0156  -0.022
C -3.1544 -0.6021 0.0278  -0.255
O -2.2958 -0.7804 -1.1061  -0.409
H -1.1258 -4.2038 2.1731  0.093
H -2.8931 -4.0365 2.3298  0.103
H -1.8265 -3.0197 3.2903  0.097
H -3.7199 -1.8283 3.0938  0.119
H -5.4250 -0.0771 3.0647  0.123
H -5.6875 1.3626 1.0578  0.126
H -4.2126 1.0136 -0.8955  0.121
N 3.1668 -1.3510 2.0114  0.133
C 3.1064 0.0324 2.1454  -0.285
C 3.8309 0.5748 3.2196  0.006
C 3.8241 1.9290 3.4311  -0.028
C 3.1049 2.7552 2.5652  -0.040
C 2.4127 2.1538 1.5511  -0.144
N 2.3882 0.8168 1.3404  -0.015
C 2.9857 -2.2426 0.9456  -0.299
C 3.5093 -3.5331 1.0987  0.006
C 3.3672 -4.4245 0.0639  -0.037
C 2.7197 -4.0248 -1.1066  -0.047
C 2.2385 -2.7408 -1.1563  -0.156
N 2.3541 -1.8619 -0.1473  0.004
H 3.6666 -1.7739 2.7778  0.133
H 4.4022 -0.0796 3.8651  0.123
H 4.3835 2.3484 4.2568  0.125
H 3.0861 3.8285 2.6809  0.118
H 1.8323 2.7447 0.8502  0.103
H 4.0292 -3.8128 2.0061  0.122
H 3.7695 -5.4246 0.1551  0.122
H 2.6068 -4.6947 -1.9456  0.112
H 1.7357 -2.3676 -2.0454  0.106
C -2.7648 -2.8052 -2.6879  -0.186
S -3.0253 -1.0626 -2.5054  1.138
C -1.8318 -0.3809 -3.6266  -0.173
H -2.9145 -3.0454 -3.7419  0.088
H -3.5067 -3.3192 -2.0805  0.080
H -1.7510 -3.0256 -2.3575  0.077
H -2.3059 -0.3316 -4.6072  0.091
H -0.9405 -1.0081 -3.6474  0.083
H -1.6003 0.6235 -3.2760  0.054

- Look up the LUMO energy of the first one.
  -4.3 eV